The following is a quantum chemistry calculation of a structure of composition C4H8N2O, from OMol25.

```
! wB97M-V def2-TZVPD RIJCOSX def2/J DEFGRID3
* xyz 0 1
O -1.47775 0.40322 -0.09973
N 1.57760 1.08889 -0.49215
N -0.28861 1.32534 -1.99422
C -0.39974 -0.71415 1.80588
C 0.16515 -0.72138 -0.71431
C -0.58380 0.42233 -1.16008
C -0.87923 -0.83775 0.38440
H 0.09383 -1.63975 2.12253
H 0.31715 0.10888 1.84514
H 0.70481 -1.49113 -1.26498
H -1.60403 -1.66444 0.26411
H 2.46759 1.43579 -0.05191
H 1.93148 0.65115 -1.34861
H -0.79522 2.18562 -1.78786
H -1.24049 -0.51531 2.47498
*
```

Properties
Highest occupied orbital energy (spin up / spin down) ... -8.96 / -9.29 eV
Gap between HOMO and LUMO (spin up / spin down) ... 0.3174 / 0.3193 hartree
ΔE to the lowest compared entry with this formula, charge and spin ... 580.1 kJ/mol
Strongest force on any atom ... 1.425 eV Å⁻¹

So, what does the Mulliken scheme give us? The charges, in e, come out as: O -0.42; N -0.56; N -0.60; C -1.26; C -0.63; C 0.70; C 0.42; H 0.33; H 0.31; H 0.40; H 0.31; H 0.20; H 0.23; H 0.26; H 0.32

=====

The following is a quantum chemistry calculation of a cluster of 6 separate species, CH13O5S in total, from OMol25.

```
! wB97M-V def2-TZVPD RIJCOSX def2/J DEFGRID3
* xyz -1 1
S 0.51893 -1.95843 -0.03584
O -0.69425 0.41030 1.94487
O 1.29575 2.22843 1.01144
O -1.41046 2.58864 0.14796
O -0.23612 0.42006 -1.74257
O 2.91186 0.09049 -0.72257
C -0.97875 -2.95844 -0.23994
H -1.15037 0.16558 -1.90761
H -0.44999 -0.33370 1.34842
H 1.28878 1.67003 0.22443
H 2.40693 -0.27114 0.01519
H -0.79046 -3.89212 -0.77351
H -1.18405 1.98471 -0.57635
H -1.33020 -3.32219 0.73095
H 2.26353 0.10015 -1.43357
H -1.37010 1.99484 0.91841
H 0.07029 -0.28619 -1.11826
H 0.09088 0.97742 1.92064
H -1.76073 -2.38888 -0.69535
H 0.50853 2.78045 0.98326
*
```

Properties
Highest occupied orbital energy ... -3.84 eV
Gap between HOMO and LUMO ... 0.2754 hartree
ΔE to the lowest compared entry with this formula, charge and spin ... 32.9 kJ/mol
Strongest force on any atom ... 1.205 eV Å⁻¹

So, what does the Mulliken scheme give us? The charges, in e, come out as: S -0.51; O -0.78; O -0.75; O -0.75; O -0.69; O -0.65; C -0.76; H 0.28; H 0.30; H 0.40; H 0.25; H 0.26; H 0.37; H 0.24; H 0.36; H 0.41; H 0.09; H 0.38; H 0.20; H 0.36

=====

The following is a quantum chemistry calculation of the ion C4H10N5 with charge +1, from OMol25.

```
! wB97M-V def2-TZVPD RIJCOSX def2/J DEFGRID3
* xyz 1 1
N 1.57782 0.62078 0.41543
N 1.22587 -3.03132 -0.96347
N -1.83982 1.95198 1.59657
N -1.06421 1.14135 -0.52943
N 0.67750 -0.82203 -1.17396
C 1.66708 -0.15047 -0.59275
C 0.55166 0.94269 1.28242
C 0.51453 -1.99958 -1.50348
C -0.62676 1.26529 0.68902
H -1.70339 0.46913 -0.74967
H -2.37562 2.62158 1.05763
H -0.47248 -2.21772 -2.03224
H 2.62045 -0.22290 -1.05590
H -1.18988 2.37932 2.34797
H -2.51324 1.22543 2.01323
H 0.71261 0.89254 2.32345
H 2.00454 -2.79929 -0.47048
H 1.17948 -4.05581 -1.29200
H -0.94614 1.78905 -1.36233
*
```

Properties
SMILES ... N\C=N/C=N\C=C(/N)[NH3+]
Highest occupied orbital energy ... -12.15 eV
Gap between HOMO and LUMO ... 0.3304 hartree
ΔE to the lowest compared entry with this formula, charge and spin ... 433.9 kJ/mol
Strongest force on any atom ... 5.285 eV Å⁻¹

So, what does the Mulliken scheme give us? The charges, in e, come out as: N -0.51; N -0.39; N -0.42; N -0.39; N -0.26; C -0.13; C -0.59; C 0.07; C 0.42; H 0.21; H 0.35; H 0.31; H 0.51; H 0.39; H 0.36; H 0.41; H 0.20; H 0.25; H 0.23

=====

The following is a quantum chemistry calculation of the molecule C9H20ClP, from OMol25.

```
! wB97M-V def2-TZVPD RIJCOSX def2/J DEFGRID3
* xyz 0 1
Cl 1.63714 1.74646 -0.81059
P 0.50670 -0.11856 -0.66869
C -1.26575 1.08054 -2.34538
C 0.84660 0.46257 2.08442
C -1.34593 2.15251 -0.13875
C 1.13139 -0.59934 1.08668
C -1.16262 0.79045 -0.84706
C -2.24239 -0.12342 -0.36197
C 0.54088 -1.38710 -1.85562
C 2.64575 -0.95132 0.96910
C 0.42464 -1.95668 1.52206
H 0.44170 -1.02862 -2.93303
H 3.24825 -0.42098 0.33358
H -2.35671 1.27626 -2.75515
H 0.80626 -2.12064 2.52885
H 1.47858 1.34626 2.08816
H 2.95732 -0.81015 2.04219
H -0.38659 2.80952 -0.17604
H -3.29034 0.34934 -0.48485
H -0.13675 0.67136 1.91992
H -0.99371 0.18590 -2.82724
H 0.81955 0.06289 3.03773
H -2.18370 -0.19275 0.83381
H -0.64259 -1.94774 1.43826
H 0.80403 -2.83286 0.95083
H -0.47437 1.78713 -2.75206
H -2.02278 2.71406 -0.82948
H -2.28154 -1.07032 -0.78796
H 1.47516 -2.03594 -1.85261
H -1.59969 2.12326 0.83107
H 2.62151 -1.96209 0.75980
*
```

Properties
SMILES ... C=P(Cl)(C(C)(C)C)C(C)(C)C
Highest occupied orbital energy ... -8.17 eV
Gap between HOMO and LUMO ... 0.3272 hartree
ΔE to the lowest compared entry with this formula, charge and spin ... 0.0 kJ/mol
Strongest force on any atom ... 5.584 eV Å⁻¹

So, what does the Mulliken scheme give us? The charges, in e, come out as: Cl -0.36; P 1.33; C -1.86; C -2.11; C -1.73; C 1.40; C 1.38; C -1.78; C -1.20; C -1.70; C -1.57; H 0.31; H 0.41; H 0.39; H 0.52; H 0.34; H 0.40; H 0.31; H 0.39; H 0.59; H 0.55; H 0.59; H 0.23; H 0.32; H 0.34; H 0.33; H 0.45; H 0.48; H 0.28; H 0.52; H 0.46

=====

The following is a quantum chemistry calculation of a cluster of 2 separate species, C5H16N2O in total, from OMol25.

```
! wB97M-V def2-TZVPD RIJCOSX def2/J DEFGRID3
* xyz 0 1
O -0.96855 6.89520 1.58120
N -1.89305 -1.21505 -0.51382
N 1.74652 -1.89319 -0.95116
C -0.49811 -1.11132 -0.17932
C 2.25610 -2.35206 0.33501
C -0.73786 1.32986 0.57971
C 0.31005 -2.04808 -1.07873
C 0.01126 0.34082 -0.30046
H -0.37490 -1.43225 0.86014
H 2.00042 -1.61562 1.09682
H 1.84617 -3.33948 0.61323
H -0.17758 0.61415 -1.34361
H -2.54994 -1.52933 0.17063
H -0.02097 -3.07539 -0.86970
H -0.55635 1.17007 1.64253
H -1.63704 6.40348 2.06533
H -0.35469 2.33233 0.35877
H -2.15571 -1.21331 -1.48213
H 2.22840 -2.33701 -1.71913
H 3.33871 -2.47709 0.29179
H 0.03949 -1.83822 -2.12204
H -1.11911 6.65681 0.66224
H -1.81376 1.28215 0.43423
H 1.08048 0.45252 -0.13152
*
```

Properties
SMILES ... CC[C@@H](N)CNC.O
Highest occupied orbital energy ... -8.57 eV
Gap between HOMO and LUMO ... 0.3475 hartree
ΔE to the lowest compared entry with this formula, charge and spin ... 71.4 kJ/mol
Strongest force on any atom ... 0.689 eV Å⁻¹

So, what does the Mulliken scheme give us? The charges, in e, come out as: O -0.64; N -0.45; N -0.30; C 0.21; C -0.85; C -1.33; C -1.14; C -0.42; H 0.39; H 0.23; H 0.29; H 0.25; H 0.19; H 0.30; H 0.34; H 0.32; H 0.36; H 0.16; H 0.25; H 0.36; H 0.52; H 0.32; H 0.31; H 0.35

=====

The following is a quantum chemistry calculation of a structure of composition CH5N, from OMol25.

```
! wB97M-V def2-TZVPD RIJCOSX def2/J DEFGRID3
* xyz 0 1
N -0.56340 -0.53928 -0.46412
C 0.16962 0.56318 0.22482
H -0.33295 1.25771 0.39495
H 0.45363 -1.44354 -0.43886
H -1.31508 -1.07099 -0.09791
H 0.96196 0.98959 -0.79900
H 0.62623 0.24334 1.18012
*
```

Properties
Highest occupied orbital energy ... -9.31 eV
Gap between HOMO and LUMO ... 0.3763 hartree
ΔE to the lowest compared entry with this formula, charge and spin ... 363.2 kJ/mol
Strongest force on any atom ... 14.545 eV Å⁻¹

So, what does the Mulliken scheme give us? The charges, in e, come out as: N -0.59; C -0.67; H 0.38; H 0.24; H 0.22; H 0.20; H 0.23

=====

What did the first record say?
The following is a quantum chemistry calculation of a structure of composition C4H8N2O, from OMol25.

```
! wB97M-V def2-TZVPD RIJCOSX def2/J DEFGRID3
* xyz 0 1
O -1.47775 0.40322 -0.09973
N 1.57760 1.08889 -0.49215
N -0.28861 1.32534 -1.99422
C -0.39974 -0.71415 1.80588
C 0.16515 -0.72138 -0.71431
C -0.58380 0.42233 -1.16008
C -0.87923 -0.83775 0.38440
H 0.09383 -1.63975 2.12253
H 0.31715 0.10888 1.84514
H 0.70481 -1.49113 -1.26498
H -1.60403 -1.66444 0.26411
H 2.46759 1.43579 -0.05191
H 1.93148 0.65115 -1.34861
H -0.79522 2.18562 -1.78786
H -1.24049 -0.51531 2.47498
*
```

Properties
Highest occupied orbital energy (spin up / spin down) ... -8.96 / -9.29 eV
Gap between HOMO and LUMO (spin up / spin down) ... 0.3174 / 0.3193 hartree
ΔE to the lowest compared entry with this formula, charge and spin ... 580.1 kJ/mol
Strongest force on any atom ... 1.425 eV Å⁻¹

So, what does the Mulliken scheme give us? The charges, in e, come out as: O -0.42; N -0.56; N -0.60; C -1.26; C -0.63; C 0.70; C 0.42; H 0.33; H 0.31; H 0.40; H 0.31; H 0.20; H 0.23; H 0.26; H 0.32

=====

> The highest strongest force on any atom belongs to which entry?

CH5N